Model i:
ORCA calculation (ωB97M-V/def2-TZVPD) on the molecule C4H9N.

Its molecular weight is 71.12 Da. Its HOMO-LUMO gap is 8.418 eV. As for the total charge: 0. The value obtained for the HOMO energy is -0.270 Ha.

Atoms and positions in Å:
N  0.296  1.556  0.722
C  0.990  -1.453  -0.028
C  -0.461  0.662  0.008
C  -0.320  -0.793  0.427
C  -1.169  0.998  -1.104
H  1.794  -1.101  0.623
H  1.064  1.219  1.272
H  0.198  2.535  0.526
H  1.308  -1.077  -0.997
H  -1.907  1.781  -1.171
H  -1.211  0.223  -1.865
H  0.943  -2.537  -0.037
H  -1.254  -1.235  0.109
H  -0.273  -0.778  1.514

Model ii:
ORCA calculation (ωB97M-V/def2-TZVPD) on a cluster of 3 separate species, C4H9N in total.

Its molecular weight is 71.12 Da. Its HOMO-LUMO gap is 10.110 eV. As for the total charge: 0. The value obtained for the HOMO energy is -0.331 Ha.

Atoms and positions in Å:
N  -0.387  0.185  0.428
C  -0.981  0.114  -0.923
C  1.661  -0.415  -1.007
C  0.436  -0.081  -0.679
C  -0.709  -0.825  1.417
H  -1.571  -0.762  -1.178
H  -0.818  -1.825  0.978
H  0.100  -0.890  2.149
H  2.432  -0.510  -0.260
H  -1.670  -0.594  1.884
H  -1.386  1.058  -1.273
H  1.985  -0.351  -2.034
H  0.335  2.070  0.410
H  0.573  2.827  0.089

Stability ranking, top and bottom: model i is the most stable and model ii is the least stable.

Model i:
ORCA calculation (ωB97M-V/def2-TZVPD) on the molecule C2H4OS2.

Its molecular weight is 108.19 Da. Its HOMO-LUMO gap is 9.097 eV. As for the total charge: 0. The value obtained for the HOMO energy is -0.321 Ha.

Atoms and positions in Å:
S  2.185  -0.575  1.025
S  -0.678  -0.142  0.001
O  -0.049  -0.593  2.333
C  -0.647  0.593  -1.792
C  0.646  -0.481  1.255
H  0.427  0.366  -2.164
H  -1.550  0.023  -2.175
H  -0.794  1.752  -1.632
H  0.460  -0.943  3.148

Model ii:
ORCA calculation (ωB97M-V/def2-TZVPD) on the molecule C2H4OS2.

Its molecular weight is 108.19 Da. Its HOMO-LUMO gap is 9.144 eV. As for the total charge: 0. The value obtained for the HOMO energy is -0.322 Ha.

Atoms and positions in Å:
S  2.341  -0.345  -0.035
S  -1.928  -0.131  -0.109
O  0.385  1.428  -0.116
C  -0.315  -0.748  -0.094
C  0.766  0.221  -0.084
H  0.987  2.189  -0.116
H  -0.255  -1.179  -1.133
H  -1.969  0.197  1.229
H  -0.013  -1.632  0.458

Stability ranking, top and bottom: model ii is the most stable and model i is the least stable.